{
  "formula": "C10H16N3",
  "method": "ωB97M-V/def2-TZVPD",
  "symbols": ["C", "H", "H", "H", "C", "H", "C", "H", "C", "H", "N", "H", "C", "C", "H", "H", "H", "H", "H", "H", "H", "C", "H", "N", "H", "C", "C", "N", "C"],
  "positions_angstrom": [[2.78953, -0.40667, -1.72945], [-3.94650, -0.99408, -0.35763], [0.14530, -2.01563, 0.17769], [-0.43342, 2.84475, 0.90857], [-2.09616, 0.33381, 0.06204], [0.54986, 1.42073, 2.96155], [-2.90216, -0.78896, -0.71565], [2.78736, -0.89073, 1.41784], [1.01674, 1.05203, 0.86222], [-2.79975, 0.99656, 0.62620], [3.23890, -1.12962, -0.66944], [-2.29533, -2.77604, 0.08961], [2.63522, -0.64284, 0.39907], [-0.64708, -1.39797, -0.33957], [1.24634, 1.26089, -1.91429], [-0.13715, -0.90584, -1.13702], [3.10078, -0.82619, -2.76105], [1.14097, 3.12136, 0.32325], [2.19232, 1.99869, 2.42028], [-1.69112, 0.91389, -0.69575], [-3.03005, -0.53840, -1.84110], [-2.01529, -1.96098, -0.63426], [-1.99265, -2.51829, -1.51279], [1.77745, 0.38023, 0.05093], [-1.22551, -0.87900, 1.53658], [0.54567, 2.46511, 1.04741], [1.21523, 1.67474, 2.12216], [-1.02984, -0.34512, 0.67988], [1.86035, 0.55357, -1.37730]],
  "atomic_forces_ev_per_a": [[-0.994, -0.024, -2.777], [1.073, 0.343, -0.048], [-1.144, 0.052, -0.747], [-1.251, -0.459, 0.839], [-3.669, -0.343, -0.140], [0.386, 0.002, -0.408], [-1.968, 1.301, -1.503], [0.110, -0.395, 0.654], [-1.680, 0.826, -0.249], [1.002, -0.760, 0.203], [-0.550, 0.291, 2.859], [0.199, 1.164, -0.055], [1.334, -0.687, -2.112], [0.826, 0.012, 2.935], [0.140, -0.066, 0.148], [-0.060, 0.331, -0.923], [-0.581, 1.462, 1.769], [-0.175, -0.774, 1.468], [0.555, -0.299, 0.133], [0.953, 1.480, -1.359], [0.181, 0.038, 1.894], [0.902, -2.495, 1.085], [-0.008, -0.806, -1.866], [-0.092, 0.681, -1.882], [-0.331, 0.710, -0.317], [1.872, 0.164, -3.770], [-1.043, 0.381, 2.610], [2.867, -0.472, 1.105], [1.146, -1.661, 0.450]],
  "lowdin_charge": [-0.12, 0.13, 0.14, 0.11, -0.21, 0.15, -0.15, 0.14, -0.15, 0.14, 0.11, 0.14, -0.08, -0.15, 0.13, 0.09, 0.15, 0.16, 0.13, 0.08, 0.14, -0.21, 0.09, -0.03, 0.15, -0.01, -0.03, -0.04, 0.01],
  "largest_force_ha_per_bohr": 0.082,
  "charge": 1,
  "mol_weight_g_mol": 178.26,
  "relative_energy_kj_mol": 435.2
}

{
  "formula": "C26H29NO4",
  "method": "ωB97M-V/def2-TZVPD",
  "symbols": ["O", "H", "H", "H", "H", "H", "C", "C", "H", "H", "C", "H", "H", "H", "C", "C", "O", "C", "C", "C", "H", "C", "C", "H", "O", "C", "H", "H", "H", "H", "C", "C", "H", "C", "C", "H", "N", "H", "C", "O", "H", "C", "H", "H", "H", "H", "C", "H", "H", "H", "C", "C", "C", "C", "C", "C", "C", "H", "C", "H"],
  "positions_angstrom": [[-3.26902, -2.28989, 0.67590], [2.36748, 2.78228, 0.42694], [-0.62599, -0.15101, -0.67682], [-4.36840, -3.85829, 0.12340], [0.27962, 3.26483, 1.08250], [-1.04129, 1.28200, 2.25540], [-3.83780, -0.02410, 0.00770], [4.98071, -1.06364, 2.34693], [0.91619, 0.69345, 0.73302], [-0.72223, -2.72594, 0.92538], [4.15292, 0.79847, 1.07449], [-1.99074, 3.56586, 2.00966], [6.09079, 0.72571, 1.96904], [0.45965, -2.30082, -4.18861], [3.78317, -1.72871, 2.13783], [1.78983, 0.71521, 0.06906], [-1.11350, -1.16598, 2.23760], [0.13295, -0.50526, -1.36014], [1.45556, -0.15969, -1.12610], [2.42818, -0.59506, -2.03030], [-1.95649, -2.47580, -2.00241], [-2.00519, -0.43792, 1.50330], [1.98720, 2.17178, -0.39460], [-1.72857, 3.51122, -1.04533], [3.75359, -0.29948, -1.91816], [-1.40373, 3.81412, -0.04723], [5.76835, -1.52807, 2.92090], [-0.05313, -2.82103, 2.57695], [2.82308, -1.68794, -3.80610], [3.63407, -2.71610, 2.54938], [-1.82985, 0.93946, 1.60184], [2.94573, 0.14104, 0.86162], [-4.63945, -0.37900, -0.61967], [-3.62321, 1.33928, 0.09697], [-0.92390, -2.54024, 1.98372], [-1.88241, -1.92375, -3.67735], [-0.08756, 3.25554, 0.14435], [-4.30756, -2.57049, -1.10334], [-4.38024, -2.78001, -0.03142], [0.27353, 2.70350, -2.01155], [-3.32875, 3.85636, 0.88926], [2.05166, -1.36854, -3.12315], [-5.31774, -2.36972, 0.35788], [-4.25150, 2.01156, -0.46725], [-1.78275, -3.13587, 2.29774], [-1.35110, 4.91034, -0.01276], [-0.25144, -1.27236, -2.44894], [2.68264, 2.21376, -1.23413], [-2.33334, -0.79402, -2.38832], [3.92310, 0.14816, -1.07845], [0.73006, -1.70370, -3.32979], [2.77763, -1.13094, 1.40400], [5.16065, 0.19903, 1.81378], [-3.05583, -0.93364, 0.70906], [0.65052, 2.72974, -0.86121], [-2.38744, 3.32111, 1.02143], [-2.62568, 1.84209, 0.91556], [1.84408, -1.64779, 1.23971], [-1.69270, -1.63521, -2.64622], [4.32552, 1.78414, 0.66704]],
  "atomic_forces_ev_per_a": [[0.329, 0.343, 0.181], [0.050, 0.024, -0.012], [-0.088, 0.090, 0.100], [-0.051, 0.069, -0.052], [0.128, -0.041, -0.130], [0.110, 0.033, 0.093], [-0.014, -0.151, -0.029], [0.133, 0.073, 0.022], [0.071, -0.022, -0.066], [0.000, -0.001, 0.043], [-0.195, 0.050, -0.024], [-0.073, 0.062, 0.058], [0.080, 0.031, 0.013], [-0.036, -0.059, -0.097], [-0.103, -0.053, -0.004], [0.010, 0.066, -0.261], [-0.288, 0.371, 0.018], [0.090, -0.145, -0.177], [0.023, 0.001, 0.139], [-0.268, -0.158, -0.124], [-0.132, -0.059, 0.027], [0.021, 0.080, 0.019], [-0.155, -0.142, -0.031], [-0.006, 0.095, 0.101], [0.081, 0.174, 0.004], [-0.191, 0.194, -0.026], [0.068, -0.038, 0.045], [-0.028, -0.005, -0.063], [0.099, -0.051, -0.086], [-0.016, -0.084, 0.036], [-0.147, -0.253, -0.058], [-0.008, 0.056, 0.222], [-0.062, -0.090, -0.051], [0.061, 0.023, 0.060], [0.147, -0.509, -0.006], [-0.076, -0.020, -0.069], [-0.277, 0.162, 0.464], [-0.004, 0.012, 0.038], [-0.198, -0.096, -0.115], [-0.039, -0.040, -0.327], [0.012, 0.051, 0.084], [0.260, 0.127, 0.139], [0.036, 0.001, -0.028], [-0.096, 0.089, -0.062], [0.123, 0.052, -0.033], [-0.055, -0.111, -0.093], [-0.058, -0.011, -0.021], [0.005, 0.065, 0.040], [-0.113, 0.012, -0.011], [0.063, -0.173, -0.082], [-0.036, 0.090, 0.121], [0.094, 0.009, 0.041], [0.169, -0.090, 0.080], [0.030, -0.127, 0.081], [0.504, 0.074, 0.126], [0.195, -0.068, -0.299], [-0.053, 0.009, 0.082], [-0.129, -0.075, -0.038], [0.041, -0.027, 0.044], [-0.035, 0.112, -0.047]],
  "lowdin_charge": [-0.12, 0.12, 0.11, 0.10, 0.14, 0.13, -0.02, -0.09, 0.14, 0.10, -0.05, 0.11, 0.10, 0.11, -0.07, -0.20, -0.07, 0.02, -0.12, -0.25, 0.07, -0.21, -0.05, 0.12, 0.07, -0.17, 0.10, 0.09, 0.12, 0.10, 0.02, -0.20, 0.11, -0.04, -0.08, 0.08, 0.06, 0.09, -0.08, 0.08, 0.12, 0.00, 0.10, 0.12, 0.09, 0.12, -0.26, 0.13, 0.07, 0.07, -0.04, -0.01, -0.07, -0.21, -0.49, -0.13, -0.24, 0.11, -0.04, 0.11],
  "largest_force_ha_per_bohr": 0.011,
  "smiles": "COc1ccc(CCNC(=O)C[C@H](c2ccccc2)c2cc(C)ccc2O)cc1OC",
  "mol_weight_g_mol": 419.52,
  "relative_energy_kj_mol": 24.3
}

{
  "formula": "C23H33Cl2N4O4Rh",
  "method": "ωB97M-V/def2-TZVPD",
  "symbols": ["H", "N", "C", "H", "C", "H", "H", "N", "H", "H", "H", "C", "C", "C", "C", "H", "H", "C", "Cl", "C", "H", "O", "C", "H", "C", "H", "H", "C", "C", "C", "H", "H", "O", "H", "C", "H", "H", "H", "H", "C", "H", "C", "H", "H", "C", "H", "C", "C", "C", "H", "H", "N", "C", "H", "Rh", "H", "H", "C", "C", "N", "H", "H", "Cl", "O", "O", "H", "H"],
  "positions_angstrom": [[3.96342, 3.36212, -1.42061], [-1.68949, -0.05203, 0.18528], [-0.46474, -1.18664, -4.92641], [3.23255, -7.36042, 5.09605], [3.34454, -5.73101, 2.10418], [2.45794, -3.39534, 0.52477], [3.88433, -5.74072, 1.15492], [-1.00335, 4.58915, 0.89154], [-6.68160, 1.42329, -2.12841], [-0.28051, 6.52178, 1.37728], [-5.34209, -1.27586, -0.13889], [-4.33107, -0.89206, 0.00220], [3.58391, 3.04403, -0.44212], [2.37607, -4.73782, 2.35637], [-0.15339, -0.17098, -2.72416], [4.44339, 2.75353, 0.17772], [0.63332, -4.28074, 3.55016], [2.91776, -6.70245, 4.28706], [1.27406, -1.56042, -0.58491], [-3.91128, 0.27413, -0.64470], [3.11494, 3.92675, 0.02897], [-0.41083, 2.55734, 0.08825], [1.79284, -5.88394, 4.42149], [3.63117, -0.51022, 0.98099], [-0.37239, 3.41494, 1.01229], [2.13837, 1.82903, -1.60422], [-0.21708, 5.32013, 2.68749], [-0.80845, 5.67798, 1.84188], [-2.08206, -1.12576, 0.87228], [1.50634, -4.92549, 3.44574], [0.39152, -1.44440, -5.56403], [0.23685, 1.97329, -3.90772], [-4.28838, 2.01260, -2.25066], [4.46750, -7.38034, 2.95291], [0.08080, 1.22508, -4.69011], [1.18059, -5.95585, 5.31738], [-1.76939, 6.05854, 2.21077], [2.63392, 0.19301, 2.23507], [-1.33588, -1.64105, 1.47756], [2.63559, 1.89783, -0.64340], [-0.78662, 1.49438, -5.31085], [-3.40986, -1.56106, 0.79673], [0.15883, 3.22724, 1.96201], [4.01953, 1.14365, 1.57922], [3.63911, -6.68240, 3.09018], [-1.21821, 5.52188, -1.00409], [-4.76275, 1.11260, -1.55537], [2.31728, 0.99839, 0.29942], [3.21153, 0.43793, 1.34030], [-0.72761, -2.05943, -4.32364], [-3.68198, -2.44512, 1.34994], [-6.09410, 0.77732, -1.61756], [2.34681, -3.38788, 1.63626], [-1.30793, -0.93417, -5.58198], [0.39407, 0.45864, 0.21817], [0.96582, 1.16716, -5.34247], [-6.53205, 0.30114, -0.83967], [-2.56956, 0.66597, -0.52243], [-1.78967, 4.88408, -0.30731], [-0.15749, -0.06077, -4.05141], [-2.70120, 5.43143, -0.02338], [-2.22995, 1.55237, -1.04342], [0.25140, 0.59776, 2.53483], [2.20543, -2.31326, 2.20980], [0.02177, 0.82116, -1.95927], [-2.05327, 3.94354, -0.80504], [-0.28905, -1.19357, -2.33919]],
  "atomic_forces_ev_per_a": [[-0.043, 0.057, 0.218], [-0.168, -0.025, -0.108], [0.070, -0.050, 0.052], [-0.199, 0.041, -0.187], [0.171, -0.638, 0.235], [0.245, -0.161, 0.249], [0.079, 0.202, 0.324], [0.035, 0.100, -0.025], [0.147, -0.118, 0.063], [-0.047, -0.246, -0.005], [0.295, 0.032, 0.182], [0.351, 0.306, -0.049], [0.408, 0.060, -0.274], [-0.310, 1.942, -1.112], [0.032, 1.019, 0.399], [-0.289, 0.071, -0.067], [0.329, -0.003, 0.066], [-0.079, -0.178, 0.173], [0.099, -0.345, -0.169], [0.563, 0.118, -0.103], [0.017, -0.402, -0.152], [0.023, 1.450, 1.250], [0.186, 0.358, -0.340], [-0.069, 0.009, -0.012], [-0.237, -0.682, -1.197], [-0.206, 0.132, -0.006], [-0.099, 0.047, -0.088], [-0.010, -0.028, 0.087], [-0.948, 0.001, -0.260], [0.103, -0.271, 1.004], [-0.114, 0.121, 0.205], [-0.064, -0.149, -0.281], [-0.441, -0.965, 0.792], [-0.241, 0.174, -0.082], [0.018, 0.066, -0.145], [-0.017, -0.008, -0.146], [0.150, -0.217, -0.080], [0.340, -0.042, -0.157], [-0.105, 0.146, -0.220], [0.367, 1.070, -0.425], [0.216, -0.004, 0.218], [0.294, -0.104, 0.093], [-0.139, 0.061, -0.344], [0.009, -0.218, -0.125], [-0.137, 0.511, -0.579], [-0.144, -0.281, 0.224], [-0.046, 0.615, -0.632], [-0.145, -1.507, 0.499], [-0.396, 0.440, 0.341], [0.049, 0.138, -0.086], [-0.113, -0.117, 0.002], [0.150, 0.209, 0.235], [0.739, -3.902, -0.563], [0.116, -0.029, 0.200], [0.848, 0.260, 0.810], [-0.224, -0.003, 0.220], [0.156, 0.116, -0.254], [-0.688, -0.718, 0.128], [0.019, 0.083, -0.090], [-0.066, 0.067, -0.109], [0.286, -0.246, -0.009], [0.157, -0.193, 0.091], [-0.331, 0.208, 0.484], [-0.779, 1.950, 1.176], [-0.149, -1.129, -1.596], [0.067, 0.376, 0.136], [-0.091, 0.419, -0.077]],
  "lowdin_charge": [0.08, -0.07, -0.03, 0.08, -0.08, 0.03, 0.10, -0.17, 0.11, 0.09, 0.11, 0.00, -0.06, -0.22, -0.33, 0.08, 0.10, -0.15, 0.24, -0.11, 0.09, -0.15, -0.12, 0.09, -0.27, 0.09, 0.09, -0.04, -0.12, -0.08, 0.10, 0.09, 0.04, 0.09, -0.03, 0.09, 0.09, 0.00, 0.10, -0.12, 0.10, -0.02, 0.10, 0.08, -0.13, 0.10, -0.47, -0.37, -0.13, 0.09, 0.11, 0.16, -0.38, 0.09, 0.75, 0.10, 0.09, -0.05, -0.02, -0.17, 0.10, 0.10, 0.10, -0.11, -0.18, 0.08, 0.06],
  "largest_force_ha_per_bohr": 0.078,
  "mol_weight_g_mol": 603.35,
  "total_energy_ev": -66584.993,
  "multiplicity": 5
}